# 1
Formula: C25H43Si4
Source: the OMol25 dataset
Level of theory: wB97M-V/def2-TZVPD

Structure (ORCA input):
```
! RIJCOSX wB97M-V def2-TZVPD def2/J DEFGRID3
* xyz 1 1
Si -0.9171 -2.5982 2.4591
Si 2.3854 -0.7691 2.7191
Si 0.1705 -0.5935 2.0022
Si -0.8720 1.0993 3.2101
C -0.1774 3.5640 -2.3899
C -2.7068 0.3237 -4.8490
C -4.9897 -0.3445 -4.6696
C -4.1189 1.2975 -3.1654
C -2.6688 1.3200 2.7521
C -0.8916 -3.0842 4.2631
C 3.3306 -2.1333 1.8574
C -0.8451 0.8258 5.0589
C -1.7141 2.0087 -3.4262
C -2.8500 1.2369 -3.7805
C 3.3658 0.8026 2.4633
C -0.1402 -4.0174 1.5289
C 2.5532 -1.1483 4.5422
C -3.7538 -0.4457 -5.2835
C -0.8060 5.0116 -0.6024
C 1.2778 -0.0501 -0.5948
C -5.1657 0.5271 -3.6088
C -2.0853 4.4863 -0.6193
C -1.1695 -0.0812 -0.3337
C -2.4173 3.5041 -1.5213
C 0.1469 4.5456 -1.4907
C -2.7171 -2.5782 1.9632
C 0.0314 -0.2139 0.1908
C -0.0582 2.7523 2.9120
C -1.4750 3.0084 -2.4468
H 0.8766 -4.1899 1.8704
H -2.0517 -0.2089 0.2609
H -3.1549 -3.5515 2.1657
H 3.3792 1.0963 1.4169
H -2.7730 1.5443 1.6938
H -3.2632 -1.8289 2.5297
H -0.0375 2.9802 1.8492
H 0.1740 0.7692 5.4302
H -2.8241 -2.3625 0.9035
H 1.1409 4.9640 -1.4851
H 4.3550 -2.1359 2.2207
H 0.1267 -3.2053 4.6204
H -0.1194 -3.8086 0.4624
H -0.8516 1.8017 -4.0389
H -1.3451 1.6545 5.5516
H 0.9605 2.7525 3.2895
H -1.7478 0.2397 -5.3303
H 1.0732 0.1648 -1.6466
H -1.3140 0.1707 -1.3653
H 2.1036 -0.3654 5.1469
H -3.2355 0.4206 2.9775
H 0.5680 3.2042 -3.0774
H -3.4191 3.1356 -1.5102
H -1.4137 -4.0285 4.3858
H 1.8871 -0.9547 -0.5578
H -1.3870 -2.3351 4.8741
H 3.6096 -1.2124 4.7889
H -5.8161 -0.9384 -5.0203
H 2.0826 -2.0963 4.7883
H -3.6164 -1.1236 -6.1105
H -0.7205 -4.9196 1.6999
H 1.8836 0.7692 -0.2045
H 4.3885 0.6374 2.7925
H 3.3427 -1.9892 0.7801
H -3.0855 2.1437 3.3249
H 2.8831 -3.0998 2.0752
H -0.5560 5.7926 0.0946
H -1.3613 -0.0931 5.3221
H 2.9398 1.6139 3.0484
H -0.6188 3.5269 3.4276
H -2.8274 4.8607 0.0680
H -4.2950 1.9460 -2.3349
H -6.1332 0.6080 -3.1395
*
```

Properties
Kohn-Sham gap, eV: 4.54
DFT total energy, Ha: -2136.17056

=====

# 2
Formula: FH2N
Source: the OMol25 dataset
Level of theory: wB97M-V/def2-TZVPD

Structure (ORCA input):
```
! RIJCOSX wB97M-V def2-TZVPD def2/J DEFGRID3
* xyz 0 1
F -1.5031 0.1554 0.1120
N 0.2210 -0.3286 -0.0597
H 0.4189 0.2657 -0.8794
H 0.8632 -0.0925 0.8270
*
```

Properties
Kohn-Sham gap, eV: 10.15
DFT total energy, Ha: -155.67665

=====

# 3
Formula: C4H13N4
Source: the OMol25 dataset
Level of theory: wB97M-V/def2-TZVPD

Structure (ORCA input):
```
! RIJCOSX wB97M-V def2-TZVPD def2/J DEFGRID3
* xyz 1 3
N 1.8932 1.2602 0.3450
N -0.0420 0.3226 1.2869
N -0.8976 0.3707 0.1313
N -0.4658 -0.6734 -0.7176
C 1.2688 0.0702 0.7571
C -0.8591 1.6517 -0.5863
C -1.2630 -1.9179 -0.4428
C 0.8772 -0.8151 -0.4971
H 0.0723 1.8086 -1.0567
H -1.9228 -1.6370 0.3210
H -1.9589 -2.0863 -1.3145
H -0.4423 -0.4004 1.8290
H -1.8818 0.2020 0.3425
H -1.0533 2.5113 0.1226
H 2.7324 1.3735 1.0025
H 1.1950 -1.8780 -0.3869
H -1.3520 1.5080 -1.5652
H 1.3703 2.0193 0.5985
H 1.9663 -0.4622 1.4649
H -0.6887 -2.7298 -0.2140
H 1.4517 -0.4980 -1.4202
*
```

Properties
<S²>: 2.004
Kohn-Sham gap (spin up / spin down), eV: 4.90 / 5.92
DFT total energy, Ha: -378.61846

=====

# 4
Formula: C25H36Br2GeN5Y
Source: the OMol25 dataset
Level of theory: wB97M-V/def2-TZVPD

Structure (ORCA input):
```
! RIJCOSX wB97M-V def2-TZVPD def2/J DEFGRID3
* xyz 4 1
Y -1.4068 -2.0686 -1.1792
Br -2.8536 -1.1917 -3.6468
Br -4.0306 -3.3513 -1.6194
Ge 0.0163 4.4696 0.3799
N -1.6719 -2.5216 1.0240
N -1.2951 -3.7952 2.7883
N 2.3636 -3.2758 -3.0342
N 0.5274 -2.2675 -2.3383
N -0.3254 -4.2541 -0.6829
C -3.5603 -1.1590 2.0589
C -4.3294 -2.4145 -3.2995
C 0.1272 -4.1894 0.7397
C 0.9682 6.6116 1.6124
C 0.9291 -0.0733 -3.5672
C -2.5638 -2.1313 2.0433
C 1.2549 -3.3877 -2.3122
C 2.9915 -0.1016 -4.8555
C 1.8228 0.5453 -4.4201
C -4.0430 -1.8453 4.3435
C -4.2916 -1.0331 3.2234
C -3.0574 -2.8113 4.3373
C 3.4906 6.1290 1.3431
C -0.3776 5.8706 1.6526
C 1.2337 -1.3708 -3.1647
C -0.1794 2.5368 0.6640
C 0.9698 0.1912 0.4600
C 2.1002 5.5883 1.6077
C 3.3031 -1.3867 -4.4585
C -0.9433 -3.5187 1.5395
C 0.9257 1.6702 0.0438
C 0.8541 -0.0580 1.9588
C 0.7803 -4.6201 -1.6114
C 2.3924 -2.0006 -3.6080
C -2.3291 -2.9298 3.1598
H -3.7707 -0.5246 1.2043
H 1.0458 -3.5972 0.7810
H -0.8937 -4.5185 3.3718
H 1.9267 4.8151 0.7431
H 0.2509 4.8573 -1.0805
H 3.0552 -4.0014 -3.1754
H 1.5948 -5.1206 -1.0838
H 1.6183 1.5458 -4.7765
H 1.9016 2.0588 0.3510
H 1.0831 7.2692 2.4750
H 3.6583 0.4182 -5.5298
H -1.2321 6.4777 1.3578
H 3.5337 6.6830 0.4067
H 1.5828 0.5454 2.5019
H -4.3565 -3.1440 -4.1010
H 1.9245 -0.2009 0.0981
H -1.1595 2.2957 0.2333
H 1.0616 -1.1007 2.2033
H -4.6446 -1.7107 5.2319
H 2.0623 4.9679 2.5070
H -0.2589 2.3878 1.7413
H 0.2394 -0.5041 -0.0451
H -1.0179 -5.0005 -0.7320
H 3.7394 6.8190 2.1524
H -0.1376 0.1812 2.3455
H -0.5800 5.4309 2.6294
H -5.2400 -1.8339 -3.2041
H 0.0245 0.4387 -3.2503
H 0.4024 -5.3282 -2.3523
H 0.9102 1.7515 -1.0453
H -5.0804 -0.2955 3.2803
H 4.2444 5.3447 1.3338
H 0.3596 -5.1828 1.1276
H -2.8718 -3.4380 5.1991
H 1.0327 7.2429 0.7237
H 4.1988 -1.8845 -4.8049
*
```

Properties
Kohn-Sham gap, eV: 7.48
DFT total energy, Ha: -8510.00051